No. 1
CHCl3F2V | ωB97M-V with the def2-TZVPD basis set

Properties
- E (eV) = -69742.517
- gap between HOMO and LUMO (spin up / spin down) (eV) = 8.9 / 10.4
- highest occupied orbital energy (spin up / spin down) (hartree) = -0.37414 / -0.42828
- ⟨S²⟩ = 3.76

Geometry as ORCA input:
```
! RIJCOSX wB97M-V def2-TZVPD def2/J DEFGRID3
* xyz 0 4
F 1.6433 -0.7359 2.3342
F 3.4171 1.9933 -0.2164
V 2.3808 0.7906 1.1197
C -1.4979 -0.5413 -0.7145
Cl -2.4435 0.5056 -1.8103
H -1.5161 -1.6000 -0.9733
Cl 0.2058 -0.0459 -0.6674
Cl -2.1896 -0.3665 0.9279
*
```

Here are the natural (NBO) charges for atoms 1 to 4, given in e:
1 F -0.8244
2 F -0.8230
3 V 1.6167
4 C -0.2543

---

No. 2
C5H13NO | ωB97M-V with the def2-TZVPD basis set

Properties
- E (eV) = -8933.269
- gap between HOMO and LUMO (eV) = 10.6
- highest occupied orbital energy (hartree) = -0.35759
- structure (SMILES) = CCC(N)=O.CC

Geometry as ORCA input:
```
! RIJCOSX wB97M-V def2-TZVPD def2/J DEFGRID3
* xyz 0 1
H 0.5475 -3.5743 0.4920
H -1.6898 1.3319 -1.3991
H 1.2351 -2.5208 -1.6331
H 2.1277 -3.1259 0.9030
C 0.3061 1.2505 -1.6717
O -1.8990 0.6196 1.2481
N 0.1370 1.5318 1.2020
H 0.9251 0.6146 -2.3053
C 1.1873 -2.7128 0.5654
H 0.0606 2.0593 -2.3505
H 1.0870 1.6816 -1.0661
H -1.2350 -0.3116 -1.1148
C -0.9366 0.7109 -0.9077
H -0.0171 1.7877 2.1593
C 1.4063 -1.9431 -0.7237
H 0.8852 -2.0764 1.3952
H 0.9448 1.8462 0.6978
H 0.8895 -0.9880 -0.6991
H 2.4550 -1.6641 -0.8923
C -0.9417 0.9676 0.5768
*
```

Here are the natural (NBO) charges for atoms 1 to 4, given in e:
1 H 0.2096
2 H 0.2471
3 H 0.2092
4 H 0.2023

---

No. 3
C6H13N | ωB97M-V with the def2-TZVPD basis set

Properties
- E (eV) = -7922.019
- gap between HOMO and LUMO (eV) = 9.9
- highest occupied orbital energy (hartree) = -0.32221
- structure (SMILES) = C[C@@H]1CCCCN1

Geometry as ORCA input:
```
! RIJCOSX wB97M-V def2-TZVPD def2/J DEFGRID3
* xyz 0 1
C -1.4266 -0.2995 0.6055
H -0.3437 -2.1427 0.6705
C 1.0951 0.1788 -0.5557
H -1.3652 -1.9957 -0.6672
H 1.9160 0.3806 -1.2521
C 0.1538 1.4208 -0.2697
N 0.4027 -1.0568 -0.9704
H -1.1939 -0.2572 1.6719
C -1.3124 0.9555 -0.2227
C 1.8625 -0.1710 0.7142
H -1.9368 1.7611 0.1793
H 2.2245 0.7946 1.2306
H 0.3740 2.2235 -0.9866
H -2.4480 -0.6151 0.5653
C -0.6789 -1.4208 -0.0670
H 2.7150 -0.9018 0.3214
H 0.0734 -0.8467 -1.8595
H 0.4867 1.9936 0.6821
H -1.7645 0.7236 -1.1944
H 1.1662 -0.7248 1.4044
*
```

Here are the natural (NBO) charges for atoms 1 to 4, given in e:
1 C -0.4343
2 H 0.1877
3 C -0.0722
4 H 0.1960

---

No. 4
C8H38N16O11 | ωB97M-V with the def2-TZVPD basis set

Properties
- E (eV) = -55281.835
- gap between HOMO and LUMO (spin up / spin down) (eV) = 1.9 / 8.7
- highest occupied orbital energy (spin up / spin down) (hartree) = -0.00459 / -0.25336
- ⟨S²⟩ = 0.75

Geometry as ORCA input:
```
! RIJCOSX wB97M-V def2-TZVPD def2/J DEFGRID3
* xyz -1 2
H -3.3052 -1.8730 -0.6267
H 2.6508 -0.3438 1.3854
H 0.1564 -2.7843 -1.3831
O 0.4639 -2.2568 -2.1203
N -0.3075 1.3527 0.6820
H -2.2324 -0.9749 2.6736
H 0.0378 4.2574 -2.4579
C 5.6874 0.8396 -0.7407
H -4.2197 2.4945 2.2450
H 3.9807 -0.1510 -0.8881
H 1.9935 -3.7047 1.4031
N 1.5089 1.8139 -3.7354
O -4.4407 -3.0803 -2.4618
O 0.3190 -4.5447 -0.3600
O 1.9064 3.0874 0.6462
N -2.5392 2.1293 4.6757
O 3.6678 1.2249 -3.9663
H 1.0007 -0.4792 -4.1503
H -2.8589 -2.3519 2.7329
H 0.5936 1.4030 -3.6192
O -2.6402 0.9954 2.7822
H -1.1144 1.5409 1.2596
O 2.6298 -2.5188 3.6255
N -5.8570 -3.6850 -0.7677
C 2.5338 -2.0744 2.4527
O -2.4203 -1.6958 3.2746
N 6.0109 2.1119 -0.9803
H 1.4185 -2.3001 -2.0647
H 1.1473 3.5824 0.9543
H 4.2364 1.0964 -2.1090
N -0.5365 5.7995 -0.7081
H 2.6457 -0.9395 -4.4457
H -1.2592 -2.6989 0.0731
H 0.8910 -0.5731 -1.4366
H -0.0962 6.2164 -1.5159
N -0.7444 3.9101 -1.9216
C -0.3199 0.2316 -0.0378
N -3.8630 2.7666 3.1499
H 2.9781 -0.1390 3.0382
N 2.7931 -0.7839 2.2833
C -2.9971 1.9020 3.5216
H 5.3749 2.7795 -1.3925
H -2.5940 3.0607 5.0624
C -4.7862 -3.0383 -1.2791
N 0.7754 0.1604 -0.7519
C 2.4572 0.9658 -3.9500
H -1.0752 2.9565 -1.9583
N -1.5510 -3.5889 0.4510
N 1.9789 -0.2291 -4.1797
H -3.8062 3.7008 3.5297
H -2.2549 -5.6038 1.0908
O 6.3212 0.0225 -0.0852
N -1.3476 -5.6529 0.6498
N -4.1518 -2.3658 -0.3808
H 6.9740 2.3125 -0.7513
C -1.1012 4.5934 -0.8724
H -4.2868 -2.5659 0.5999
H -0.7140 6.4838 0.0132
H -6.4473 -4.1954 -1.4089
H 2.1985 -2.3226 0.4451
C -0.7753 -4.6223 0.1982
H 0.4735 1.9888 0.6076
N 4.5168 0.6174 -1.2652
O -1.0549 -0.7063 0.1435
H 1.4732 0.8905 -0.7448
N 2.1840 -2.7132 1.3764
H -0.8915 -6.5439 0.5147
H 1.7725 2.7557 -3.4833
O -1.7770 4.1540 -0.0011
H -2.2711 -3.6681 1.1548
H -5.9911 -3.4611 0.2080
H -1.7731 1.5532 4.9941
H 2.6504 3.4795 1.1034
*
```

Here are the Mulliken charges for atoms 1 to 4, given in e:
1 H 0.1979
2 H 0.0274
3 H 0.1530
4 O -0.6463

---

No. 5
C9H10OSe | ωB97M-V with the def2-TZVPD basis set

Properties
- E (eV) = -76886.074
- gap between HOMO and LUMO (eV) = 9.4
- highest occupied orbital energy (hartree) = -0.32193
- structure (SMILES) = C=C[C@H](O)[Se]c1ccccc1

Geometry as ORCA input:
```
! RIJCOSX wB97M-V def2-TZVPD def2/J DEFGRID3
* xyz 0 1
C 0.5619 1.5626 0.6714
C 0.7061 0.3384 -1.3676
C -0.1092 0.9738 -0.4345
H -2.8535 -0.4866 1.3767
Se -2.0633 1.0777 -0.5297
H 0.5886 -1.9756 1.2224
H 0.0714 2.0830 1.4087
C -1.2340 -1.6697 0.2671
H 0.2702 0.1835 -2.3317
C 2.0754 0.3901 -1.3343
H -3.5269 -1.1565 -1.2639
C -2.4912 -0.7381 0.3237
H -0.8874 -1.8004 -0.7381
H 3.7648 0.9291 -0.3150
H 2.4437 1.9386 1.5224
O -3.6432 -1.1831 -0.3154
C 2.7649 1.0173 -0.2890
C -0.3759 -1.4802 1.2078
H -0.6612 -1.2796 2.2110
H 2.6168 -0.2217 -2.0526
C 1.9820 1.4976 0.7606
*
```

Here are the natural (NBO) charges for atoms 1 to 4, given in e:
1 C -0.2158
2 C -0.2541
3 C -0.1734
4 H 0.2015

---

No. 6
C35H44N3O8Sr | ωB97M-V with the def2-TZVPD basis set

Properties
- E (eV) = -58691.956
- gap between HOMO and LUMO (eV) = 6.3
- highest occupied orbital energy (hartree) = -0.33708

Geometry as ORCA input:
```
! RIJCOSX wB97M-V def2-TZVPD def2/J DEFGRID3
* xyz 1 1
C 3.4091 -3.3352 0.4566
H 1.9921 1.5668 -4.0649
H -0.4567 2.2010 1.6115
H -4.3361 -2.2502 -2.1756
H 0.9850 -1.6098 5.2917
H 5.0444 -2.3646 -0.5376
C -0.2005 1.8076 2.5881
H 0.6771 0.4220 6.0919
H -0.6819 -4.5762 -1.0300
C -3.8846 -0.1490 -2.4159
H 5.0513 -0.4189 0.9535
O -0.8483 -2.7594 -0.0242
C 1.7915 -1.3264 -2.5855
C 2.4938 -3.2417 1.4916
H -4.8931 0.0831 -2.7777
C -0.8078 -3.5076 -1.2333
H -5.6181 -0.5235 -0.5932
C -2.7713 3.5869 -1.8971
H 1.6570 -2.1780 -3.2642
H -2.9206 -3.7992 -1.6325
O -2.3041 -1.9065 -2.1546
H 4.2361 1.5322 3.8503
C -2.0515 -3.2929 -2.0714
C 1.7991 0.4974 -4.1238
Sr -0.7334 -0.0216 -0.4714
H -2.5574 -3.8132 0.4926
H 2.0915 -1.6879 -1.6051
C 4.3302 -1.2072 1.1112
H -1.8330 6.8442 -1.7496
C -4.6653 -0.2542 -0.1237
H -0.1677 -0.4330 -4.3747
N 1.9598 3.8745 -0.6626
H -3.6461 -1.8104 -3.7436
C -1.7605 5.7674 -1.6894
H -1.8893 -3.7301 -3.0641
C 2.9526 3.0232 -0.2337
H 0.0678 -3.1553 -1.7743
C -0.4530 3.7732 -1.2415
H -4.7877 -1.6643 1.4849
C 3.4319 -1.1267 2.1721
C 0.3321 0.4721 2.6480
O 0.3920 -0.2548 1.6124
C -0.5764 5.1647 -1.3233
O -1.4592 1.6489 -1.5383
C -1.7224 -3.2894 0.9635
H -4.0779 -2.3306 0.0009
H -0.2037 2.6979 5.8697
C -4.1252 -1.4434 0.6396
H 1.7667 -4.0280 1.6582
C 2.7269 -0.2924 -3.1839
C 0.3803 0.1593 -3.6379
H -3.1646 0.4696 -2.9518
C -3.5941 -1.6087 -2.6673
H 3.5690 -0.7491 -3.7023
H 2.7932 0.8682 0.1632
N 1.0357 1.8892 -0.5213
O -2.8275 -1.1149 1.1175
C -1.5612 2.9483 -1.5549
C 0.6898 -0.0058 3.9659
H 1.8010 -3.1189 3.9995
O 3.4024 -0.1253 3.0742
H -2.9087 -2.5797 2.5906
C 0.8126 3.1610 -0.8224
C -0.0462 2.0794 4.9980
C 2.5052 -2.1579 2.3500
C 4.3228 -2.3096 0.2671
H -0.7723 3.5675 3.5988
O -3.7279 0.2230 -1.0623
C -2.2134 -2.1659 1.8516
H 1.9323 0.1884 -5.1595
C 4.4025 0.8843 2.9957
C -0.3675 2.5675 3.7007
H 5.4023 0.4507 3.0498
C 0.4381 0.8222 5.1128
H 4.2955 1.4643 2.0768
H 3.1109 0.3536 -2.3949
C 1.1327 -1.2877 4.2643
O 0.5481 -0.6356 -2.4387
C 2.3612 1.8050 -0.1484
C -2.8658 4.9598 -1.9679
H 3.4161 -4.2051 -0.1859
H -3.8095 5.4181 -2.2376
H -1.1878 -4.0166 1.5865
H 3.9550 3.3599 -0.0374
N 1.7063 -2.2320 3.5269
H 2.0636 4.8582 -0.8363
H -1.3700 -1.7169 2.3745
H -3.6276 2.9548 -2.0979
H -0.2075 1.0299 -3.3617
H -4.8481 0.5641 0.5749
H 0.2675 5.8020 -1.0805
*
```

Here are the natural (NBO) charges for atoms 1 to 4, given in e:
1 C -0.2472
2 H 0.2249
3 H 0.2150
4 H 0.1659